(1)
Here is C5H10N2S in the gas phase from OMol25. Energies are from wB97M-V/def2-TZVPD.

CARTESIAN COORDINATES (ANGSTROEM)
N: 2.437 0.108 0.119
C: 1.252 0.217 -0.654
C: -0.075 0.950 -0.395
C: -1.143 1.320 0.585
S: -2.474 0.061 0.086
C: -1.276 -1.066 -0.832
C: 0.035 -0.574 -0.242
N: 0.229 -0.974 1.143
H: 2.207 0.146 1.098
H: 3.063 0.883 -0.101
H: 1.469 0.260 -1.710
H: -0.455 1.175 -1.396
H: -1.588 2.325 0.423
H: -0.880 1.170 1.646
H: -1.530 -2.106 -0.591
H: -1.378 -0.906 -1.923
H: -0.665 -1.151 1.590
H: 0.772 -1.838 1.152

Computed properties:
SMILES string: N[C@@H]1[C@@H]2CSC[C@@]12N
energy above the lowest of the compared OMol25 structures with the same formula, charge and spin: 2.634 eV
frontier orbital gap: 9.28 eV
HOMO level: -0.309 Ha

Calculated atomic charges, method natural (NBO), unit e: -0.819 0.026 -0.315 -0.479 0.079 -0.500 0.049 -0.865 0.384 0.365 0.215 0.204 0.231 0.228 0.224 0.223 0.375 0.376



(2)
Here is a molecular structure, C5H10N2S from OMol25. Energies are from wB97M-V/def2-TZVPD.

CARTESIAN COORDINATES (ANGSTROEM)
C: -0.768 -0.952 -0.029
C: 0.311 -0.770 1.005
C: 0.541 0.762 1.289
C: 0.475 0.965 -1.067
C: 0.384 -0.521 -0.963
H: -3.108 -0.899 -0.518
H: -1.148 -2.051 -0.149
H: 0.065 -1.365 1.834
H: 0.031 1.106 2.167
H: 1.696 0.938 1.294
H: -0.829 2.006 0.238
H: -0.192 1.463 -1.840
H: 1.603 1.266 -1.220
H: 0.367 -0.910 -2.020
H: 1.572 -1.921 -0.134
N: 0.084 1.680 0.100
N: 1.311 -0.909 -0.058
S: -2.395 0.111 0.070

Computed properties:
energy above the lowest of the compared OMol25 structures with the same formula, charge and spin: 3.476 eV
frontier orbital gap: 8.99 eV
HOMO level: -0.307 Ha

Calculated atomic charges, method natural (NBO), unit e: -0.256 -0.140 -0.247 -0.230 -0.126 0.130 0.233 0.219 0.200 0.218 0.372 0.214 0.202 0.210 0.363 -0.623 -0.612 -0.128



(3)
Here is a gas-phase ion, C5H10N3 (charge +1) from OMol25. Energies are from wB97M-V/def2-TZVPD.

CARTESIAN COORDINATES (ANGSTROEM)
C: 0.833 -2.085 0.746
N: 0.580 -0.860 0.831
C: -0.149 -0.254 1.838
C: 0.782 0.090 -0.519
N: 0.010 -0.625 -1.574
C: -0.935 0.186 -1.887
C: -0.909 1.457 -1.083
N: 0.270 1.302 -0.346
H: 0.850 -2.597 1.677
H: 1.402 -2.394 -0.196
H: -1.140 0.074 1.444
H: 0.151 0.682 2.229
H: -0.166 -0.913 2.634
H: 1.871 -0.061 -0.594
H: -1.720 -0.040 -2.559
H: -0.967 2.204 -1.916
H: -1.656 1.682 -0.449
H: 0.894 2.151 -0.277

Computed properties:
SMILES string: C=[N+](C)[C@H]1N=CCN1
net charge: +1
energy above the lowest of the compared OMol25 structures with the same formula, charge and spin: 3.219 eV
frontier orbital gap: 9.89 eV
HOMO level: -0.519 Ha

Calculated atomic charges, method natural (NBO), unit e: 0.087 -0.242 -0.444 0.260 -0.412 0.161 -0.303 -0.635 0.218 0.246 0.241 0.254 0.226 0.219 0.227 0.239 0.224 0.436



(4)
Here is a gas-phase ion, C5H10N3 (charge +1) from OMol25. Energies are from wB97M-V/def2-TZVPD.

CARTESIAN COORDINATES (ANGSTROEM)
N: 1.786 -1.040 0.946
C: 1.573 -1.291 -0.468
C: 0.182 -0.896 -0.982
C: -0.405 0.349 -0.393
C: -1.267 1.222 -0.968
N: -1.891 1.904 0.073
C: -1.474 1.430 1.229
N: -0.565 0.504 0.970
H: 1.701 -1.881 1.498
H: 2.647 -0.549 1.147
H: 2.282 -0.706 -1.051
H: 1.787 -2.308 -0.797
H: -0.561 -1.691 -1.045
H: 0.271 -0.683 -2.056
H: -1.633 1.406 -1.962
H: -2.698 2.513 -0.005
H: -1.730 1.739 2.225
H: -0.006 -0.023 1.640

Computed properties:
SMILES string: NCCc1c[nH]c[nH+]1
net charge: +1
energy above the lowest of the compared OMol25 structures with the same formula, charge and spin: 0.215 eV
frontier orbital gap: 10.62 eV
HOMO level: -0.493 Ha

Calculated atomic charges, method natural (NBO), unit e: -0.888 -0.225 -0.459 0.161 -0.055 -0.456 0.256 -0.463 0.383 0.393 0.208 0.210 0.244 0.245 0.258 0.455 0.252 0.480



(5)
Here is 2 unconnected molecules or ions with the total composition C5H10N3 from OMol25. Energies are from wB97M-V/def2-TZVPD.

CARTESIAN COORDINATES (ANGSTROEM)
C: -1.855 0.750 -0.230
C: -1.228 1.952 0.015
C: 1.076 -0.822 -0.825
C: -2.817 -1.491 -0.577
C: 2.363 -0.598 1.054
N: -2.265 -0.353 -0.354
N: 0.082 2.056 0.106
N: 1.265 -0.206 0.252
H: -1.979 2.754 0.191
H: 1.518 -1.838 -1.121
H: 0.477 -0.193 -1.597
H: -3.895 -1.734 -0.640
H: -1.971 -2.187 -0.757
H: 2.239 -1.613 1.611
H: 3.195 -0.699 0.438
H: 2.577 0.090 1.765
H: 0.497 2.952 0.386
H: 0.720 1.182 0.284

Computed properties:
net charge: +1
energy above the lowest of the compared OMol25 structures with the same formula, charge and spin: 5.001 eV
frontier orbital gap: 8.10 eV
HOMO level: -0.461 Ha

Calculated atomic charges, method natural (NBO), unit e: 0.271 0.070 -0.001 -0.152 -0.441 -0.211 -0.722 -0.449 0.268 0.203 0.185 0.261 0.224 0.220 0.213 0.212 0.418 0.432



(6)
Here is a gas-phase ion, C5H10N3 (charge +1) from OMol25. Energies are from wB97M-V/def2-TZVPD.

CARTESIAN COORDINATES (ANGSTROEM)
N: 1.117 -2.245 -0.102
C: -0.212 -1.878 -0.471
C: -0.252 -0.510 -1.201
C: -0.242 0.672 -0.275
C: -0.341 2.005 -0.509
N: -0.215 2.621 0.745
C: -0.111 1.704 1.681
N: -0.133 0.512 1.087
H: 1.333 -2.869 0.663
H: 1.741 -2.379 -0.882
H: -0.676 -2.604 -1.151
H: -0.948 -1.864 0.339
H: -1.143 -0.480 -1.828
H: 0.601 -0.540 -1.880
H: -0.450 2.638 -1.367
H: -0.270 3.634 0.845
H: 0.103 1.896 2.718
H: 0.099 -0.312 1.587

Computed properties:
SMILES string: NCCc1c[nH]c[nH+]1
net charge: +1
energy above the lowest of the compared OMol25 structures with the same formula, charge and spin: 0.369 eV
frontier orbital gap: 9.65 eV
HOMO level: -0.465 Ha

Calculated atomic charges, method natural (NBO), unit e: -0.886 -0.218 -0.451 0.173 -0.058 -0.452 0.257 -0.456 0.396 0.382 0.197 0.191 0.250 0.246 0.258 0.460 0.254 0.457



(7)
Here is a gas-phase ion, C5H10N3 (charge +1) from OMol25. Energies are from wB97M-V/def2-TZVPD.

CARTESIAN COORDINATES (ANGSTROEM)
H: -0.292 2.690 0.001
N: 0.583 2.199 -0.049
C: 0.602 0.947 -0.056
C: 1.926 0.306 -0.033
C: 1.621 -1.183 -0.118
N: 0.385 -1.480 -0.103
C: -0.469 -0.203 0.037
C: -1.355 -0.307 1.230
N: -1.369 -0.243 -1.206
H: 2.609 0.423 0.893
H: 2.616 0.656 -0.981
H: 2.422 -1.992 -0.254
H: -1.493 -1.305 1.642
H: -2.374 0.114 1.049
H: -0.922 0.304 2.136
H: -0.745 -0.199 -2.055
H: -2.093 0.503 -0.959
H: -1.652 -1.230 -1.175

Computed properties:
SMILES string: [H]/N=C1/CC=N[C@]1(C)[NH3+]
net charge: +1
energy above the lowest of the compared OMol25 structures with the same formula, charge and spin: 2.791 eV
frontier orbital gap: 10.16 eV
HOMO level: -0.509 Ha

Calculated atomic charges, method natural (NBO), unit e: 0.354 -0.520 0.240 -0.562 0.174 -0.456 0.174 -0.678 -0.716 0.291 0.284 0.241 0.277 0.223 0.274 0.465 0.470 0.465



(8)
Here is a gas-phase ion, C5H10N3 (charge +1) from OMol25. Energies are from wB97M-V/def2-TZVPD.

CARTESIAN COORDINATES (ANGSTROEM)
C: -0.583 2.385 -1.241
N: -0.118 1.317 -0.318
C: 0.936 1.450 0.338
N: 1.932 1.127 0.820
C: -1.031 0.187 0.180
C: -0.312 -0.971 0.745
C: -0.081 -2.019 -0.065
N: 0.786 -2.993 0.198
H: -1.106 1.741 -2.069
H: -1.358 3.189 -0.715
H: 0.233 2.914 -1.706
H: 2.476 1.051 1.649
H: -1.665 -0.187 -0.640
H: -1.633 0.667 1.095
H: 0.372 -0.750 1.539
H: -0.737 -2.120 -0.870
H: 0.732 -3.888 -0.135
H: 1.157 -3.099 1.195

Computed properties:
SMILES string: CN(C#[NH+])C/C=C/N
net charge: +1
energy above the lowest of the compared OMol25 structures with the same formula, charge and spin: 3.826 eV
frontier orbital gap: 8.44 eV
HOMO level: -0.450 Ha

Calculated atomic charges, method natural (NBO), unit e: -0.424 -0.411 0.760 -0.495 -0.230 -0.397 0.105 -0.754 0.243 0.248 0.241 0.466 0.244 0.226 0.188 0.200 0.399 0.393



(9)
Here is a gas-phase ion, C5H10N3O2 (charge +1) from OMol25. Energies are from wB97M-V/def2-TZVPD.

CARTESIAN COORDINATES (ANGSTROEM)
C: 0.828 1.514 0.990
C: 0.246 0.669 -0.102
C: -1.138 1.271 -0.540
C: 1.126 0.412 -1.277
O: 1.744 1.228 -1.942
N: 1.185 -0.968 -1.419
C: 0.478 -1.679 -0.583
N: -0.015 -2.879 -0.700
N: -0.027 -0.850 0.321
O: -1.064 -1.242 1.145
H: 1.943 1.319 1.062
H: 0.284 1.232 1.921
H: 0.829 2.605 0.705
H: -1.839 0.427 -0.532
H: -1.267 1.803 -1.554
H: -1.201 2.093 0.140
H: 1.638 -1.384 -2.338
H: 0.285 -3.575 -1.390
H: -0.844 -3.299 -0.273
H: -0.966 -0.881 2.003

Computed properties:
SMILES string: CC1(C)C(=O)NC(=[NH2+])N1O
net charge: +1
energy above the lowest of the compared OMol25 structures with the same formula, charge and spin: 2.153 eV
frontier orbital gap: 10.93 eV
HOMO level: -0.531 Ha

Calculated atomic charges, method natural (NBO), unit e: -0.635 0.047 -0.635 0.669 -0.483 -0.604 0.641 -0.756 -0.085 -0.512 0.245 0.231 0.270 0.239 0.266 0.241 0.466 0.433 0.460 0.502



(10)
Here is a gas-phase ion, C5H10N3O2 (charge +1) from OMol25. Energies are from wB97M-V/def2-TZVPD.

CARTESIAN COORDINATES (ANGSTROEM)
C: -0.372 1.099 -1.385
C: 0.197 -0.292 0.132
C: 1.593 -0.183 -1.834
C: -2.655 1.720 -0.908
C: 0.954 -1.142 2.285
N: -1.437 1.632 -1.555
N: 1.185 -0.740 -0.549
N: -0.083 -0.645 1.326
O: 0.736 0.924 -2.095
O: 2.273 -1.602 -0.075
H: 2.662 0.162 -1.922
H: 1.514 -1.026 -2.652
H: -2.429 1.268 0.032
H: -3.270 1.295 -1.666
H: -2.879 2.763 -0.888
H: 0.880 -0.546 3.244
H: 1.991 -0.764 1.841
H: 0.894 -2.297 2.400
H: -1.035 -0.516 1.665
H: 1.763 -2.368 0.241

Computed properties:
net charge: +1
energy above the lowest of the compared OMol25 structures with the same formula, charge and spin: 5.816 eV
frontier orbital gap: 10.06 eV
HOMO level: -0.502 Ha

Calculated atomic charges, method natural (NBO), unit e: 0.724 0.345 0.098 -0.421 -0.471 -0.351 -0.163 -0.583 -0.455 -0.515 0.240 0.221 0.201 0.247 0.241 0.250 0.251 0.227 0.429 0.486



(11)
Here is 2 unconnected molecules or ions with the total composition C5H10N3O2S from OMol25. Energies are from wB97M-V/def2-TZVPD.

CARTESIAN COORDINATES (ANGSTROEM)
C: -0.059 -0.418 -0.309
C: 2.728 -0.357 0.083
C: -2.343 0.186 -0.460
C: -2.227 -1.360 -0.407
C: 2.825 2.237 0.465
N: -0.887 0.617 -0.350
N: 3.095 -1.612 0.007
N: -0.727 -1.572 -0.323
O: 2.039 -2.504 -0.010
O: 4.181 -2.103 0.135
S: 3.294 0.970 -0.748
H: -2.801 0.663 -1.439
H: -2.841 0.561 0.333
H: -2.876 -1.706 0.314
H: -2.423 -1.894 -1.295
H: 1.826 2.509 0.487
H: 3.393 3.234 0.115
H: 3.154 1.821 1.505
H: -0.736 1.500 -0.859
H: 2.278 -3.381 -0.322
H: -0.463 -2.454 0.144

Computed properties:
net charge: +1
energy above the lowest of the compared OMol25 structures with the same formula, charge and spin: 8.228 eV
frontier orbital gap (spin up / spin down): 6.71 / 6.72 eV
HOMO level (spin up / spin down): -0.455 / -0.455 Ha

Calculated atomic charges, method natural (NBO), unit e: 0.355 0.012 -0.234 -0.258 -0.757 -0.616 0.338 -0.604 -0.522 -0.300 0.581 0.217 0.205 0.220 0.214 0.240 0.267 0.270 0.421 0.518 0.430



(12)
Here is a gas-phase ion, C5H10N3O2S (charge +1) from OMol25. Energies are from wB97M-V/def2-TZVPD.

CARTESIAN COORDINATES (ANGSTROEM)
H: 3.168 0.892 0.568
N: 2.231 0.574 0.260
C: 1.271 1.365 0.244
C: -0.198 0.849 -0.061
N: -1.000 1.958 0.037
O: -0.255 0.200 -1.331
S: -0.644 -1.374 -1.207
C: 0.713 -2.163 -1.922
O: -1.776 -1.751 -1.958
C: -0.963 -1.320 0.573
N: -0.632 -0.103 0.886
C: -0.844 0.227 2.262
H: 1.427 2.339 0.593
H: -1.916 1.855 -0.185
H: -0.578 2.789 -0.285
H: 0.915 -3.148 -1.544
H: 0.440 -2.476 -2.962
H: 1.508 -1.526 -1.984
H: -1.851 0.508 2.419
H: -0.757 -0.640 2.862
H: -0.259 0.947 2.733

Computed properties:
SMILES string: [H]/N=C/[C@@]1(N)O[S@](C)(=O)=C=[N+]1C
net charge: +1
energy above the lowest of the compared OMol25 structures with the same formula, charge and spin: 4.758 eV
frontier orbital gap: 9.53 eV
HOMO level: -0.525 Ha

Calculated atomic charges, method natural (NBO), unit e: 0.391 -0.573 0.095 0.460 -0.797 -0.660 1.980 -0.893 -0.818 -0.010 -0.360 -0.429 0.188 0.394 0.401 0.302 0.316 0.280 0.240 0.252 0.242